[1]
Entry from OMol25: a 9-piece molecular cluster, C21H48O33S9 overall at a distorted geometry (ωB97M-V/def2-TZVPD).

Last columns: bonded neighbours and bond lengths (Å).
Element x y z (Å)
1 O 12.3639 -2.7282 21.6405  S2 1.463
2 S 13.2086 -3.8702 21.9921  O1 1.463, O3 1.457, O4 1.634, C7 1.881
3 O 14.5156 -3.6347 22.5926  S2 1.457
4 O 12.4347 -5.0532 22.8112  S2 1.634, C5 1.392
5 C 11.0959 -5.2552 22.4862  O4 1.392, C6 1.548, H8 1.091, H9 1.090
6 C 10.5171 -6.6013 22.9844  C5 1.548, H10 1.089, H11 1.091, H12 1.090
7 C 13.5317 -4.8418 20.4141  S2 1.881, H13 1.089, H14 1.089, H15 1.088
8 H 10.9593 -5.2960 21.4044  C5 1.091
9 H 10.4745 -4.4506 22.8792  C5 1.090
10 H 10.3380 -7.3283 22.1933  C6 1.089
11 H 9.5329 -6.4854 23.4412  C6 1.091
12 H 11.0540 -6.9931 23.8490  C6 1.090
13 H 14.3817 -4.3570 19.9362  C7 1.089
14 H 12.6356 -4.7552 19.8011  C7 1.089
15 H 13.7443 -5.8832 20.6488  C7 1.088
16 O 21.4642 -5.7126 16.6000  S17 1.460
17 S 20.4639 -6.2435 15.6786  O16 1.460, O18 1.470, O19 1.618, C22 1.845
18 O 19.1066 -6.5972 16.1192  S17 1.470
19 O 20.4793 -5.1289 14.5061  S17 1.618, C20 1.379
20 C 19.2695 -4.8072 13.9271  O19 1.379, C21 1.515, H23 1.090, H24 1.092
21 C 18.6788 -5.8385 12.9876  C20 1.515, H25 1.090, H26 1.091, H27 1.090
22 C 21.0760 -7.6745 14.6877  S17 1.845, H28 1.089, H29 1.089, H30 1.089
23 H 19.3469 -3.8030 13.5097  C20 1.090
24 H 18.5710 -4.6292 14.7479  C20 1.092
25 H 18.0447 -5.3755 12.2308  C21 1.090
26 H 18.0053 -6.5665 13.4417  C21 1.091
27 H 19.4219 -6.4512 12.4762  C21 1.090
28 H 20.1771 -7.8923 14.1129  C22 1.089
29 H 21.3629 -8.5831 15.2142  C22 1.089
30 H 21.9203 -7.1526 14.2392  C22 1.089
31 O 15.6766 -12.1265 21.5755  S32 1.453
32 S 16.8299 -11.2433 21.6217  O31 1.453, O33 1.459, O34 1.655, C37 1.883
33 O 16.8448 -9.9518 20.9441  S32 1.459
34 O 17.2486 -10.9852 23.2021  S32 1.655, C35 1.429
35 C 17.7503 -9.7032 23.5849  O34 1.429, C36 1.505, H38 1.090, H39 1.091
36 C 19.0534 -9.3563 22.9155  C35 1.505, H40 1.091, H41 1.090, H42 1.089
37 C 18.3971 -12.1320 21.0749  S32 1.883, H43 1.089, H44 1.089, H45 1.089
38 H 17.8705 -9.5557 24.6581  C35 1.090
39 H 16.9535 -9.0100 23.3114  C35 1.091
40 H 18.9024 -9.5292 21.8491  C36 1.091
41 H 19.8640 -10.0403 23.1678  C36 1.090
42 H 19.3672 -8.3135 22.9353  C36 1.089
43 H 19.0486 -11.3487 20.6914  C37 1.089
44 H 18.0847 -12.8673 20.3347  C37 1.089
45 H 18.8192 -12.6499 21.9345  C37 1.089
46 C 18.6673 -7.1793 19.5245  C47 1.509, O52 1.434, H53 1.090, H54 1.090
47 C 18.5881 -8.4158 18.6633  C46 1.509, O48 1.426, H55 1.090, H56 1.091
48 O 19.8853 -8.9009 18.3236  C47 1.426, S49 1.676
49 S 21.0123 -8.2466 19.3780  O48 1.676, O50 1.472, O51 1.477, O52 1.713
50 O 21.8546 -7.2445 18.7058  S49 1.472
51 O 21.6792 -9.3093 20.1568  S49 1.477
52 O 19.8508 -7.3948 20.3047  C46 1.434, S49 1.713
53 H 17.8989 -7.1614 20.2967  C46 1.090
54 H 18.7831 -6.2149 19.0307  C46 1.090
55 H 18.0594 -8.3854 17.7104  C47 1.090
56 H 18.0374 -9.1878 19.2031  C47 1.091
57 C 15.7020 -14.7888 16.7122  C58 1.511, O63 1.425, H64 1.088, H65 1.091
58 C 16.6596 -14.5919 17.8648  C57 1.511, O59 1.418, H66 1.090, H67 1.091
59 O 16.2924 -13.4383 18.6032  C58 1.418, S60 1.638
60 S 14.6795 -13.1753 18.4858  O59 1.638, O61 1.503, O62 1.452, O63 1.687
61 O 14.3281 -11.7264 18.2963  S60 1.503
62 O 13.9620 -13.9394 19.4908  S60 1.452
63 O 14.5501 -14.0108 17.0266  C57 1.425, S60 1.687
64 H 15.4328 -15.8260 16.5216  C57 1.088
65 H 16.0003 -14.1841 15.8551  C57 1.091
66 H 17.6794 -14.5184 17.4874  C58 1.090
67 H 16.6663 -15.4904 18.4833  C58 1.091
68 C 9.2710 -13.2934 18.6774  C69 1.561, O74 1.463, H75 1.088, H76 1.089
69 C 10.3358 -13.0917 19.8016  C68 1.561, O70 1.366, H77 1.089, H78 1.091
70 O 11.0386 -11.9722 19.4576  C69 1.366, S71 1.677
71 S 10.2231 -10.9663 18.3921  O70 1.677, O72 1.448, O73 1.464, O74 1.649
72 O 11.0900 -10.2703 17.4637  S71 1.448
73 O 9.2051 -10.1497 19.0563  S71 1.464
74 O 9.5811 -12.2941 17.6541  C68 1.463, S71 1.649
75 H 8.2272 -13.2054 18.9720  C68 1.088
76 H 9.5650 -14.1813 18.1193  C68 1.089
77 H 10.9237 -13.9969 19.9455  C69 1.089
78 H 9.7543 -12.9257 20.7101  C69 1.091
79 C 14.4415 -8.5238 19.1394  C80 1.515, O85 1.461, H86 1.089, H87 1.089
80 C 13.6840 -8.8415 17.8665  C79 1.515, O81 1.414, H88 1.091, H89 1.089
81 O 14.2772 -8.1091 16.8129  C80 1.414, S82 1.641
82 S 14.9357 -6.6994 17.3334  O81 1.641, O83 1.446, O84 1.468, O85 1.670
83 O 14.0602 -5.5515 17.2533  S82 1.446
84 O 16.2250 -6.6555 16.6319  S82 1.468
85 O 15.0751 -7.2266 18.9123  C79 1.461, S82 1.670
86 H 15.2810 -9.1897 19.3358  C79 1.089
87 H 13.7559 -8.4144 19.9781  C79 1.089
88 H 12.6676 -8.4518 17.9439  C80 1.091
89 H 13.6040 -9.8664 17.5078  C80 1.089
90 C 15.9680 -10.7810 15.4378  C91 1.529, O96 1.413, H97 1.089, H98 1.090
91 C 16.2030 -11.4852 14.1017  C90 1.529, O92 1.460, H99 1.090, H100 1.089
92 O 17.6395 -11.7444 14.1104  C91 1.460, S93 1.643
93 S 18.3661 -11.2529 15.5000  O92 1.643, O94 1.453, O95 1.468, O96 1.627
94 O 18.6999 -9.8405 15.4256  S93 1.453
95 O 19.3163 -12.2591 15.9891  S93 1.468
96 O 16.9557 -11.2910 16.3096  C90 1.413, S93 1.627
97 H 14.9521 -10.9809 15.7767  C90 1.089
98 H 16.0843 -9.7046 15.3096  C90 1.090
99 H 15.9303 -10.8166 13.2856  C91 1.090
100 H 15.6596 -12.4183 13.9570  C91 1.089
101 C 17.8687 -2.5733 16.9905  C102 1.533, O107 1.399, H108 1.089, H109 1.091
102 C 17.3946 -3.8405 17.7118  C101 1.533, O103 1.415, H110 1.089, H111 1.090
103 O 17.4531 -3.4249 19.0629  C102 1.415, S104 1.626
104 S 17.3259 -1.8256 19.3260  O103 1.626, O105 1.445, O106 1.466, O107 1.639
105 O 18.4919 -1.3331 20.0241  S104 1.445
106 O 16.0194 -1.5820 19.9456  S104 1.466
107 O 17.2453 -1.5495 17.7124  C101 1.399, S104 1.639
108 H 17.4842 -2.6095 15.9721  C101 1.089
109 H 18.9519 -2.7027 17.0010  C101 1.091
110 H 18.0510 -4.7019 17.5989  C102 1.089
111 H 16.3414 -4.0438 17.5166  C102 1.090

Values from the calculation:
Kohn-Sham gap	10.5	eV
molar mass	1117.18	g/mol
SMILES	CCOS(C)(=O)=O.CCOS(C)(=O)=O.CCOS(C)(=O)=O.O=S1(=O)OCCO1.O=S1(=O)OCCO1.O=S1(=O)OCCO1.O=S1(=O)OCCO1.O=S1(=O)OCCO1.O=S1(=O)OCCO1
electronic energy	-6895.2284	Ha

Löwdin population analysis, charges in e, atoms 1 to 99: -0.293, 0.678, -0.289, -0.260, -0.304, -0.054, -0.091, 0.107, 0.120, 0.068, 0.070, 0.078, 0.055, 0.061, 0.050, -0.286, 0.673, -0.310, -0.240, -0.308, -0.065, -0.075, 0.131, 0.096, 0.079, 0.075, 0.078, 0.041, 0.074, 0.069, -0.278, 0.702, -0.329, -0.257, -0.262, -0.075, -0.051, 0.126, 0.114, 0.027, 0.093, 0.093, 0.056, 0.043, 0.071, -0.149, -0.204, -0.206, 0.782, -0.261, -0.272, -0.217, 0.136, 0.116, 0.106, 0.096, -0.156, -0.180, -0.205, 0.765, -0.262, -0.234, -0.217, 0.140, 0.119, 0.137, 0.133, -0.122, -0.215, -0.196, 0.744, -0.236, -0.244, -0.218, 0.129, 0.128, 0.131, 0.127, -0.116, -0.198, -0.205, 0.716, -0.234, -0.263, -0.226, 0.100, 0.137, 0.119, 0.089, -0.194, -0.125, -0.207, 0.717, -0.233, -0.232, -0.209, 0.127, 0.125, 0.133

[2]
Entry from OMol25: a 3-piece molecular cluster, C21H49BN6O7P2 overall at a distorted geometry (ωB97M-V/def2-TZVPD).

Last columns: bonded neighbours and bond lengths (Å).
Element x y z (Å)
1 C 7.2161 -4.2103 -4.3959  B2 1.676, H16 1.160, H17 1.180, H18 1.185
2 B 6.2536 -3.2816 -5.4058  C1 1.676, O3 1.458, C4 1.617
3 O 4.9543 -3.8333 -5.7694  B2 1.458, H19 1.024
4 C 6.9022 -1.8171 -5.6276  B2 1.617, C5 1.462, C14 1.633
5 C 6.2560 -0.5340 -5.3586  C4 1.462, C6 1.619, C11 1.619
6 C 4.7806 -0.0062 -4.9496  C5 1.619, C7 1.633, H20 1.173, H21 1.195
7 C 3.8240 -0.9897 -4.0647  C6 1.633, C8 1.674, H22 1.185, H23 1.162
8 C 2.5860 -1.6048 -5.0095  C7 1.674, C9 1.649, H24 1.178, H25 1.194
9 C 1.3204 -0.5606 -5.1785  C8 1.649, O10 1.505, H26 1.172, H27 1.176
10 O 0.2648 -1.2562 -5.9947  C9 1.505, H28 1.004
11 C 7.5431 0.4483 -5.3545  C5 1.619, O12 1.301, O13 1.469
12 O 7.6089 1.3866 -4.4562  C11 1.301
13 O 8.8181 0.0202 -5.9455  C11 1.469, C14 1.481
14 C 8.3251 -1.3380 -6.2690  C4 1.633, O13 1.481, O15 1.310
15 O 8.8015 -1.9771 -7.3082  C14 1.310
16 H 7.5597 -5.2047 -4.8839  C1 1.160
17 H 8.1920 -3.6428 -4.0518  C1 1.180
18 H 6.6322 -4.4676 -3.3968  C1 1.185
19 H 4.5585 -4.1382 -4.8758  O3 1.024
20 H 4.7846 1.1137 -4.6000  C6 1.173
21 H 4.2222 0.0147 -6.0063  C6 1.195
22 H 3.2705 -0.2782 -3.2962  C7 1.185
23 H 4.4245 -1.8015 -3.4890  C7 1.162
24 H 2.2705 -2.6774 -4.6395  C8 1.178
25 H 2.9927 -1.7820 -6.1183  C8 1.194
26 H 0.8389 -0.3691 -4.1268  C9 1.172
27 H 1.5872 0.4193 -5.7713  C9 1.176
28 H 0.6653 -2.1585 -6.1795  O10 1.004
29 O -0.6684 -0.4603 -1.2869  P30 1.548
30 P -2.1881 -0.4690 -1.5827  O29 1.548, N31 1.693, N34 1.727, N37 1.780
31 N -2.5626 -0.4935 0.0685  P30 1.693, C32 1.445, C33 1.458
32 C -3.2008 -1.5353 0.8409  N31 1.445, H40 1.092, H41 1.097, H42 1.093
33 C -2.2235 0.6792 0.8650  N31 1.458, H43 1.094, H44 1.095, H45 1.096
34 N -2.1650 -2.0814 -2.2008  P30 1.727, C35 1.455, C36 1.468
35 C -2.9503 -3.2015 -1.7043  N34 1.455, H46 1.093, H47 1.098, H48 1.092
36 C -0.8867 -2.6002 -2.7019  N34 1.468, H49 1.092, H50 1.095, H51 1.096
37 N -3.9353 -0.4790 -1.9229  P30 1.780, C38 1.482, C39 1.472
38 C -4.1537 -0.3082 -3.3785  N37 1.482, H52 1.096, H53 1.096, H54 1.093
39 C -4.7792 0.5426 -1.2812  N37 1.472, H55 1.094, H56 1.093, H57 1.096
40 H -4.1166 -1.8964 0.3678  C32 1.092
41 H -3.5242 -1.1918 1.8311  C32 1.097
42 H -2.5191 -2.3733 1.0054  C32 1.093
43 H -2.9587 1.4737 0.7082  C33 1.094
44 H -1.2421 1.0808 0.5913  C33 1.095
45 H -2.1802 0.4721 1.9400  C33 1.096
46 H -2.5141 -3.6395 -0.8030  C35 1.093
47 H -3.0073 -3.9980 -2.4581  C35 1.098
48 H -3.9921 -2.9388 -1.5080  C35 1.092
49 H -0.2308 -2.8984 -1.8814  C36 1.092
50 H -0.3747 -1.8503 -3.3135  C36 1.095
51 H -1.0319 -3.4683 -3.3546  C36 1.096
52 H -3.8055 0.6755 -3.7137  C38 1.096
53 H -5.2137 -0.4132 -3.6352  C38 1.096
54 H -3.6217 -1.0613 -3.9649  C38 1.093
55 H -4.3856 1.5498 -1.4498  C39 1.094
56 H -4.8843 0.3821 -0.2053  C39 1.093
57 H -5.8046 0.5027 -1.6672  C39 1.096
58 O -2.0546 2.3763 3.8314  P59 1.548
59 P -2.3337 2.2814 5.3514  O58 1.548, N60 1.693, N63 1.727, N66 1.780
60 N -1.9250 3.9085 5.5812  P59 1.693, C61 1.445, C62 1.458
61 C -0.8140 4.4724 6.3141  N60 1.445, H69 1.092, H70 1.097, H71 1.093
62 C -2.7870 4.9218 4.9854  N60 1.458, H72 1.094, H73 1.095, H74 1.096
63 N -0.9549 1.2848 5.6487  P59 1.727, C64 1.455, C65 1.468
64 C 0.1375 1.5828 6.5628  N63 1.455, H75 1.093, H76 1.098, H77 1.092
65 C -0.4164 0.5139 4.5218  N63 1.468, H78 1.092, H79 1.095, H80 1.096
66 N -2.6545 2.1723 7.0988  P59 1.780, C67 1.482, C68 1.472
67 C -3.2326 0.8439 7.4104  N66 1.482, H81 1.096, H82 1.096, H83 1.093
68 C -3.5760 3.1483 7.7036  N66 1.472, H84 1.094, H85 1.093, H86 1.096
69 H -0.7206 4.0437 7.3143  C61 1.092
70 H -0.9245 5.5494 6.4897  C61 1.097
71 H 0.1231 4.3367 5.7689  C61 1.093
72 H -3.6880 5.0608 5.5898  C62 1.094
73 H -3.1077 4.6349 3.9784  C62 1.095
74 H -2.2990 5.8975 4.8846  C62 1.096
75 H 0.8540 2.2850 6.1291  C64 1.093
76 H 0.6905 0.6683 6.8155  C64 1.098
77 H -0.2047 1.9677 7.5259  C64 1.092
78 H 0.1755 1.1453 3.8561  C65 1.092
79 H -1.2236 0.0479 3.9474  C65 1.095
80 H 0.2195 -0.3102 4.8643  C65 1.096
81 H -4.2123 0.7221 6.9345  C67 1.096
82 H -3.3462 0.7048 8.4913  C67 1.096
83 H -2.5958 0.0269 7.0628  C67 1.093
84 H -4.5279 3.1866 7.1648  C68 1.094
85 H -3.1526 4.1551 7.7408  C68 1.093
86 H -3.7811 2.8968 8.7508  C68 1.096

Values from the calculation:
Kohn-Sham gap	6.4	eV
molar mass	570.42	g/mol
SMILES	CB(O)C1=C(CCCCO)C(=O)OC1=O.CN(C)P(=O)(N(C)C)N(C)C.CN(C)P(=O)(N(C)C)N(C)C
electronic energy	-2391.9542	Ha

Okay, here come the Löwdin numbers, in e, for every atom: -0.052, -0.348, 0.037, 0.059, -0.003, -0.115, -0.162, -0.192, -0.216, -0.158, -0.248, 0.046, 0.080, -0.228, 0.043, 0.078, 0.081, 0.085, 0.132, 0.137, 0.133, 0.126, 0.112, 0.118, 0.122, 0.108, 0.134, 0.083, -0.313, 0.757, -0.358, -0.131, -0.128, -0.316, -0.145, -0.139, -0.273, -0.146, -0.128, 0.062, 0.081, 0.075, 0.064, 0.073, 0.048, 0.072, 0.078, 0.067, 0.082, 0.038, 0.080, 0.079, 0.081, 0.074, 0.088, 0.075, 0.085, -0.306, 0.759, -0.361, -0.132, -0.134, -0.321, -0.144, -0.138, -0.273, -0.148, -0.128, 0.063, 0.081, 0.077, 0.060, 0.068, 0.081, 0.074, 0.079, 0.067, 0.085, 0.057, 0.079, 0.079, 0.082, 0.073, 0.087, 0.074, 0.086

Number 1: HOMO level -10.629 eV. Number 2: HOMO level -7.600 eV.